DFT (wB97M-V/def2-TZVPD) results for a structure of composition C3H6NiO3 at a distorted geometry.

```
13
Properties=species:S:1:pos:R:3:lowdin_spin:R:1
O -0.3284 0.7805 2.0858 0.028
C -0.2230 0.1322 3.1102 0.007
H -0.5370 0.5629 4.0757 0.001
H 0.2168 -0.8808 3.1103 0.001
O 0.9765 1.1850 -1.0199 0.199
C 1.1863 0.0912 -1.8702 0.011
C -0.0619 -0.8128 -1.9548 0.010
O -0.6004 -1.0728 -0.6864 0.133
Ni -0.1722 0.4655 0.2199 1.604
H 2.0336 -0.5328 -1.5046 0.003
H 1.4548 0.4178 -2.8968 0.001
H 0.2184 -1.7506 -2.4805 0.001
H -0.8112 -0.3003 -2.5997 0.001
```

As for the spin multiplicity: 3. The value obtained for the total energy is -50390.7364 eV. The expectation value of S² is 2.010. Its gap between HOMO and LUMO (spin up / spin down) is 0.2643 / 0.2549 hartree. The calculation puts the LUMO energy (spin up / spin down) at -1.25 / -1.34 eV. For the HOMO energy (spin up / spin down), the calculation gives -8.444 / -8.275 eV. The largest force on an atom is 1.593 eV Å⁻¹. The value obtained for the relative energy (zero: lowest compared OMol25 entry of this formula, charge and spin) is 0.00 kJ/mol. Its net charge is 0.



DFT (wB97M-V/def2-TZVPD) results for a cluster of 2 separate species, C2H5NO4 in total at a distorted geometry.

```
12
Properties=species:S:1:pos:R:3:lowdin_spin:R:1
C 0.3012 0.6681 0.3159 0.032
C -0.7812 -0.3281 0.1622 0.332
N -2.1521 0.1979 -0.1219 0.156
O -2.2546 1.2947 -0.5981 0.191
O -3.0437 -0.5648 0.1681 0.113
O -0.7862 -1.4031 0.8980 0.089
O -0.9200 -1.0117 -1.6420 1.037
H 1.2666 0.1752 0.3562 0.003
H 0.2701 1.4099 -0.4747 0.003
H 0.1346 1.1805 1.2669 0.016
H -1.6668 -1.8291 0.8048 0.004
H -0.2517 -0.5367 -2.1394 0.023
```

As for the spin multiplicity: 3. The value obtained for the total energy is -11827.3677 eV. The expectation value of S² is 2.007. Its gap between HOMO and LUMO (spin up / spin down) is 0.2619 / 0.2554 hartree. The calculation puts the LUMO energy (spin up / spin down) at 0.36 / -3.56 eV. For the HOMO energy (spin up / spin down), the calculation gives -6.770 / -10.510 eV. The largest force on an atom is 5.156 eV Å⁻¹. The value obtained for the relative energy (zero: lowest compared OMol25 entry of this formula, charge and spin) is 366.34 kJ/mol. Its net charge is 0.



DFT (wB97M-V/def2-TZVPD) results for a cluster of 2 separate species, C18H19Cl2NO5 in total at a distorted geometry.

```
45
Properties=species:S:1:pos:R:3:lowdin_charge:R:1
C 2.5339 2.1337 2.9031 -0.107
C 2.1308 1.1607 1.7554 -0.262
O 0.8988 1.3198 0.9980 -0.133
C 0.7882 2.7095 0.3944 -0.104
C 1.6366 3.1368 -0.8000 0.018
H 2.8994 2.9793 -0.4791 0.195
H 1.7314 4.0177 -1.1316 0.032
O 1.4689 2.0403 -1.9552 -0.015
C 2.3462 1.0179 -2.0631 -0.391
O 3.3579 0.8615 -1.2952 -0.024
C 1.9938 -0.1372 -3.1911 -0.333
C 2.6060 0.3967 -4.5366 0.001
H 2.1539 1.5436 -4.6052 0.161
H 3.6976 0.2810 -4.2588 0.104
H 2.2309 -0.2648 -5.2059 0.025
O 0.6633 0.0534 -3.2077 -0.112
C -0.3147 -0.1417 -2.0732 -0.222
C -1.5871 0.0343 -2.4010 -0.004
C -2.7062 -0.3526 -1.5313 0.113
C -2.0843 -0.7874 -0.2169 -0.289
C -0.8856 -0.8906 -0.0671 -0.059
C 0.2888 -0.7842 -1.0107 0.087
H 1.1804 -1.0000 -0.7964 0.034
H -0.3555 -1.3791 1.0090 0.197
O -3.3428 -0.9094 0.4683 -0.031
C -3.2542 -1.9479 1.5903 -0.405
N -2.3523 -2.7415 1.5694 0.144
C -2.4093 -4.0269 2.1911 -0.740
C -3.1704 -3.9784 3.3624 -0.081
C -4.1999 -2.9880 3.5334 0.008
C -4.2095 -1.9793 2.4832 -0.445
Cl -5.3662 -0.5207 2.6170 0.582
H -4.9726 -3.0558 4.2302 0.088
H -3.3165 -4.7359 4.0321 0.071
Cl -1.1817 -5.0491 2.0705 0.830
H -3.6282 -0.2475 -1.7394 0.033
H -2.1013 0.4255 -3.5203 0.199
H 2.4371 -1.1282 -2.6055 0.200
H 0.9971 3.5041 1.0406 0.104
H -0.0218 2.6089 -0.0828 0.051
H 2.1729 0.1742 2.2428 0.097
H 3.3605 1.1554 0.9960 0.195
H 3.4278 1.8896 3.4058 0.052
H 2.7991 3.3113 2.5476 0.131
H 1.6592 2.2909 3.3337 0.004
```

The value obtained for the total energy is -55731.0286 eV. Its gap between HOMO and LUMO is 0.2943 hartree. The calculation puts the LUMO energy at -0.37 eV. For the HOMO energy, the calculation gives -8.376 eV. The largest force on an atom is 16.809 eV Å⁻¹. The value obtained for the relative energy (zero: lowest compared OMol25 entry of this formula, charge and spin) is 1498.33 kJ/mol. Its net charge is 0.



DFT (wB97M-V/def2-TZVPD) results for the ion C9H10NO3S with charge -1 at a distorted geometry.

```
24
Properties=species:S:1:pos:R:3:lowdin_charge:R:1
C -1.8779 -1.4068 1.2652 -0.160
C -1.0274 -1.8111 2.2434 -0.565
C 2.3689 1.2868 -1.8894 -0.009
C 2.1645 0.3179 -1.0410 -0.223
C 0.7654 1.9876 0.9789 -0.370
C -2.2869 0.0782 -0.7890 -0.675
C -1.3027 -1.0058 -0.0324 -0.228
C 0.0344 -0.3421 0.2708 -0.413
C 1.0102 -0.5773 -0.8636 -0.186
N -0.1261 1.0152 0.6823 0.075
O -2.6278 1.0232 -0.1186 -0.010
O 1.9661 1.9577 1.1541 -0.012
O -2.7000 -0.3769 -1.8802 -0.047
S 0.6069 -1.5191 2.0223 0.808
H -2.8414 -1.8228 1.2278 0.090
H -1.3473 -2.5266 2.9686 0.044
H 3.1374 2.0648 -1.8563 0.064
H 1.6881 1.3929 -2.6723 0.036
H 2.9688 0.1565 -0.2513 0.124
H 0.1444 2.9113 1.3007 0.146
H -1.2265 -1.7612 -0.7768 0.123
H 0.3159 -0.7189 -1.7796 0.152
H 1.3455 -1.6438 -0.7773 0.117
H -1.1525 1.3204 0.6138 0.119
```

The value obtained for the total energy is -27962.8907 eV. Its gap between HOMO and LUMO is 0.2798 hartree. The calculation puts the LUMO energy at 3.12 eV. As for the SMILES: C=CC[C@]1(NC=O)SC=C[C@H]1C(=O)[O-]. For the HOMO energy, the calculation gives -4.490 eV. The largest force on an atom is 4.411 eV Å⁻¹. The value obtained for the relative energy (zero: lowest compared OMol25 entry of this formula, charge and spin) is 40.43 kJ/mol. Its net charge is -1.



DFT (wB97M-V/def2-TZVPD) results for a structure of composition C37H30CaF6N3O4P2S6SbSe2 at a distorted geometry.

```
92
Properties=species:S:1:pos:R:3:lowdin_charge:R:1
Ca 1.6129 2.4886 0.2248 0.851
F 1.0832 6.8580 2.2685 0.124
C 1.6168 5.7216 2.7448 -0.627
F 2.9361 5.7943 2.5329 0.135
F 1.4218 5.7262 4.0652 0.152
S 0.9038 4.2574 1.8220 0.519
O 1.6515 3.1463 2.2830 -0.383
O -0.5049 4.2897 2.0048 -0.220
N 1.3427 4.6795 0.3800 -0.372
S 0.2123 4.4315 -0.6652 0.549
O -0.1855 3.0586 -0.6834 -0.445
O -0.8197 5.4070 -0.7396 -0.224
C 1.2109 4.7254 -2.2356 -0.652
F 0.8309 3.9257 -3.2330 0.132
F 0.9950 5.9879 -2.6417 0.122
F 2.5261 4.6075 -2.0640 0.107
S 4.5626 -1.6188 -3.1959 -0.239
Sb 4.5308 0.0275 -1.6380 -0.048
S 3.9641 -1.1466 0.5811 0.087
S 2.6649 1.4860 -1.8742 -0.015
S 6.5674 1.0184 -1.3824 -0.253
Se 2.6538 0.2949 1.4319 0.479
Se 1.8291 0.4013 4.7250 0.413
C 0.1227 0.3663 4.0080 -0.851
C -0.9216 -0.1858 4.7733 -0.162
C -2.2107 -0.1003 4.3166 -0.110
C -2.4454 0.5520 3.1061 -0.115
C -1.3538 1.0197 2.3998 -0.222
N -0.1006 0.9101 2.8115 -0.004
C 4.1437 1.4870 1.7409 -0.635
C 5.2224 1.0850 2.5254 -0.109
C 6.3553 1.8739 2.5129 -0.068
C 6.3581 3.0274 1.7386 -0.089
C 5.2192 3.3565 1.0266 -0.164
N 4.1287 2.5978 1.0207 -0.033
H -0.6726 -0.6566 5.7134 0.072
H -3.0352 -0.5095 4.8923 0.092
H -3.4499 0.6875 2.7321 0.078
H -1.4903 1.5404 1.4558 0.065
H 5.1458 0.1577 3.0818 0.101
H 7.2305 1.5816 3.0761 0.103
H 7.2399 3.6426 1.6633 0.095
H 5.1876 4.2366 0.3975 0.112
C -2.5974 0.0883 -0.9626 -0.485
P -0.7517 -0.0101 -0.6567 1.072
C -0.1467 -0.3158 -2.3585 -0.409
C -0.3219 0.7715 -3.2160 -0.174
C 0.2828 0.7958 -4.4557 -0.113
C 1.1008 -0.2526 -4.8445 -0.093
C 1.2619 -1.3456 -4.0118 -0.136
C 0.6368 -1.3838 -2.7776 -0.122
C -0.5347 -1.5378 0.3083 -0.370
C 0.7547 -2.0635 0.3798 -0.186
C 1.0782 -3.0572 1.2846 -0.084
C 0.1045 -3.5364 2.1462 -0.080
C -1.1807 -3.0210 2.0916 -0.081
C -1.4979 -2.0183 1.1919 -0.123
P -3.7006 -1.1663 -1.8217 1.051
C -4.4798 -2.0877 -0.4453 -0.404
C -4.7788 -3.4414 -0.5935 -0.110
C -5.4981 -4.1178 0.3737 -0.092
C -5.9608 -3.4493 1.4949 -0.107
C -5.7209 -2.0919 1.6273 -0.092
C -5.0028 -1.4162 0.6590 -0.127
C -2.5347 -2.4106 -2.4978 -0.402
C -2.2885 -2.3207 -3.8644 -0.125
C -1.4495 -3.2214 -4.4920 -0.099
C -0.8548 -4.2338 -3.7581 -0.094
C -1.0980 -4.3328 -2.3983 -0.078
C -1.9337 -3.4294 -1.7667 -0.111
H -2.7044 0.9928 -1.5765 0.024
H -3.0627 0.3161 0.0002 0.007
H -0.8946 1.6281 -2.8781 0.084
H 0.1577 1.6595 -5.0940 0.096
H 1.6432 -0.2003 -5.7771 0.099
H 1.9270 -2.1468 -4.2940 0.063
H 0.7868 -2.2438 -2.1430 0.095
H 1.5188 -1.6719 -0.2807 0.033
H 2.0938 -3.4251 1.3280 0.090
H 0.3552 -4.2949 2.8725 0.095
H -1.9394 -3.3827 2.7738 0.101
H -2.4975 -1.6095 1.1918 0.073
H -4.4383 -3.9673 -1.4743 0.099
H -5.7027 -5.1734 0.2508 0.097
H -6.5242 -3.9778 2.2514 0.093
H -6.1006 -1.5554 2.4864 0.100
H -4.8480 -0.3518 0.7697 0.089
H -2.7542 -1.5250 -4.4301 0.093
H -1.2561 -3.1325 -5.5515 0.102
H -0.1960 -4.9391 -4.2431 0.101
H -0.6249 -5.1140 -1.8198 0.106
H -2.1085 -3.5192 -0.7056 0.090
```

The value obtained for the total energy is -307082.8067 eV. Its gap between HOMO and LUMO is 0.1986 hartree. The calculation puts the LUMO energy at 3.83 eV. For the HOMO energy, the calculation gives -1.571 eV. The largest force on an atom is 7.188 eV Å⁻¹. The value obtained for the relative energy (zero: lowest compared OMol25 entry of this formula, charge and spin) is 446.04 kJ/mol. Its net charge is -2.



DFT (wB97M-V/def2-TZVPD) results for an isolated molecule of C3H2O3.

```
8
Properties=species:S:1:pos:R:3:lowdin_charge:R:1
O 2.5260 -0.1952 -0.0653 0.076
C 1.4699 -0.7557 0.1036 -0.210
C 0.1917 0.0220 0.1241 -0.017
O -0.3703 0.2808 -0.9879 0.101
C -1.4682 0.7022 0.0531 -0.316
O -2.4322 0.0236 0.2047 0.088
H 1.3837 -1.8388 0.3238 0.132
H -1.3006 1.7610 0.2440 0.146
```

The value obtained for the total energy is -9281.4792 eV. Its gap between HOMO and LUMO is 0.3359 hartree. The calculation puts the LUMO energy at -0.49 eV. For the HOMO energy, the calculation gives -9.629 eV. The largest force on an atom is 0.899 eV Å⁻¹. The value obtained for the relative energy (zero: lowest compared OMol25 entry of this formula, charge and spin) is 390.50 kJ/mol. Its net charge is 0.



DFT (wB97M-V/def2-TZVPD) results for an isolated molecule of C19H21NO.

```
42
Properties=species:S:1:pos:R:3:lowdin_charge:R:1
O 2.7127 -0.6004 -0.4421 0.065
C 1.9669 -0.5743 0.5143 -0.511
N 0.8177 0.1332 0.5288 0.106
H 0.2079 0.0837 1.3283 0.147
C 0.2984 0.8078 -0.6443 -0.248
C -0.1043 2.2244 -0.3063 -0.117
C 0.7117 2.9690 0.5393 -0.029
C 0.3944 4.2707 0.8742 -0.086
C -0.7522 4.8496 0.3564 -0.089
C -1.5611 4.1204 -0.4933 -0.044
C -1.2520 2.8085 -0.8367 -0.171
C -2.1754 2.0537 -1.7535 -0.150
C -1.5054 0.8283 -2.3638 -0.182
C -0.8542 0.0102 -1.2582 -0.136
H -1.5929 -0.2149 -0.4845 0.118
H -0.4714 -0.9375 -1.6402 0.119
H -0.7431 1.1412 -3.0799 0.122
H -2.2437 0.2266 -2.8967 0.111
H -3.0514 1.7357 -1.1772 0.124
H -2.5334 2.7227 -2.5395 0.117
H -2.4530 4.5721 -0.9047 0.111
H -1.0106 5.8673 0.6093 0.100
H 1.0399 4.8334 1.5321 0.100
H 1.6105 2.5139 0.9301 0.113
H 1.1353 0.8342 -1.3554 0.160
C 2.2786 -1.3081 1.8125 -0.097
H 3.1369 -1.9492 1.6102 0.116
H 2.5844 -0.5742 2.5622 0.121
C 1.0970 -2.1343 2.3443 -0.147
C 0.3039 -2.7799 1.2383 -0.249
C 0.9377 -3.5088 0.2391 -0.035
C 0.2072 -4.0767 -0.7885 -0.074
C -1.1694 -3.9325 -0.8292 -0.097
C -1.8117 -3.2205 0.1679 -0.095
C -1.0776 -2.6465 1.1912 -0.064
H -1.5883 -2.0894 1.9660 0.111
H -2.8859 -3.1059 0.1468 0.103
H -1.7388 -4.3740 -1.6338 0.100
H 0.7152 -4.6329 -1.5623 0.105
H 2.0101 -3.6273 0.2584 0.119
H 1.4878 -2.9094 3.0102 0.122
H 0.4331 -1.5059 2.9437 0.108
```

The value obtained for the total energy is -23582.7793 eV. Its gap between HOMO and LUMO is 0.3523 hartree. The calculation puts the LUMO energy at 0.76 eV. As for the SMILES: O=C(CCc1ccccc1)N[C@H]1CCCc2ccccc21. For the HOMO energy, the calculation gives -8.823 eV. The largest force on an atom is 0.518 eV Å⁻¹. The value obtained for the relative energy (zero: lowest compared OMol25 entry of this formula, charge and spin) is 5.84 kJ/mol. Its net charge is 0.



DFT (wB97M-V/def2-TZVPD) results for a structure of composition C15H22AuN2O3 at a distorted geometry.

```
43
Properties=species:S:1:pos:R:3:lowdin_charge:R:1
Au -0.3683 -0.3366 -0.2384 1.421
C 0.3761 -3.0184 1.3776 0.010
O -0.5059 -2.4449 0.3683 -0.288
C -0.7516 -3.3433 -0.7482 -0.118
C -1.6723 -2.6605 -1.7099 -0.096
O -1.1792 -1.3422 -2.0716 -0.229
C -0.3302 -1.2217 -3.2495 -0.098
C 1.1179 -1.4805 -2.9319 -0.161
O 1.4363 -0.7341 -1.7587 -0.316
C 2.7555 -1.0441 -1.2373 -0.018
H -0.1163 -3.8696 1.8385 0.127
H 0.5704 -2.2612 2.1325 0.090
H 1.3145 -3.3443 0.9333 0.112
H -1.2319 -4.2477 -0.3820 0.168
H 0.1950 -3.6258 -1.2016 0.137
H -2.6430 -2.4978 -1.2511 0.155
H -1.8071 -3.2726 -2.5988 0.165
H -0.4647 -0.2018 -3.6037 0.142
H -0.6722 -1.8999 -4.0267 0.159
H 1.7183 -1.1528 -3.7782 0.161
H 1.3206 -2.5401 -2.7823 0.135
H 3.5277 -0.6904 -1.9146 0.115
H 2.8836 -2.1191 -1.1113 0.104
H 2.8628 -0.5431 -0.2788 0.097
N -0.0712 1.7197 -0.9689 0.115
C -0.1825 2.6760 0.1121 -0.193
C -0.0814 4.0512 -0.1048 0.036
C -0.1909 4.9195 0.9611 0.015
C -0.4133 4.4168 2.2662 0.082
C -0.5300 3.0218 2.5026 -0.121
C -0.7850 2.4775 3.7714 0.096
C -0.9448 1.1074 3.9029 0.031
C -0.8196 0.3038 2.7735 -0.040
N -0.5463 0.8164 1.5657 0.006
C -0.4145 2.1514 1.4122 -0.167
H 0.8693 1.7360 -1.3827 0.149
H -0.7231 1.9517 -1.7235 0.156
H 0.0902 4.4421 -1.1033 0.146
H -0.1082 5.9858 0.7934 0.141
H -0.5078 5.1028 3.1026 0.147
H -0.8597 3.1271 4.6378 0.158
H -1.1680 0.6553 4.8601 0.144
H -0.9492 -0.7698 2.8459 0.127
```

The value obtained for the total energy is -28695.0180 eV. Its gap between HOMO and LUMO (spin up / spin down) is 0.1689 / 0.1689 hartree. The calculation puts the LUMO energy (spin up / spin down) at -14.15 / -14.15 eV. For the HOMO energy (spin up / spin down), the calculation gives -18.745 / -18.745 eV. The largest force on an atom is 2.543 eV Å⁻¹. The value obtained for the relative energy (zero: lowest compared OMol25 entry of this formula, charge and spin) is 0.00 kJ/mol. Its net charge is +3.



DFT (wB97M-V/def2-TZVPD) results for the ion C7H15N4 with charge +1 at a distorted geometry.

```
26
Properties=species:S:1:pos:R:3:lowdin_charge:R:1
C -0.6801 -1.1906 -1.4889 -0.067
C 0.6941 -2.1751 0.0740 -0.429
C -0.0442 0.1963 -1.3436 -0.291
C 0.0260 0.5894 0.0790 -0.372
C -0.6072 1.4006 -2.1258 -0.019
C 0.9339 1.7387 0.4759 0.000
C -1.2435 1.0339 2.1552 -0.011
N -0.3250 -2.2799 -0.9164 0.138
N 1.2966 -1.0799 0.4175 0.147
N 1.0512 -3.4167 0.6138 0.166
N -0.9626 0.3845 0.8678 0.035
H -1.4691 -1.2534 -2.2730 0.142
H 1.0536 0.0002 -1.5828 0.178
H -1.7072 1.6109 -2.0000 0.112
H -0.3604 1.1879 -3.1271 0.071
H -0.1639 2.3629 -1.7515 0.096
H 1.4097 1.5195 1.3337 0.046
H 0.3590 2.7566 0.4719 0.150
H 1.7620 1.8593 -0.2238 0.104
H -0.5545 0.7999 2.9604 0.101
H -1.0176 2.0254 2.0636 0.040
H -2.3635 0.8544 2.3851 0.143
H 2.2166 -1.0766 0.8222 0.107
H 0.8489 -4.3811 0.2415 0.152
H 1.6255 -3.2417 1.3646 0.061
H -1.7784 -0.2254 0.5069 0.203
```

The value obtained for the total energy is -13454.8227 eV. Its gap between HOMO and LUMO is 0.3574 hartree. The calculation puts the LUMO energy at -3.70 eV. As for the SMILES: [H]/N=C(N)/N=C\[C@@H](C)/C(C)=[NH+]/C. For the HOMO energy, the calculation gives -13.423 eV. The largest force on an atom is 4.258 eV Å⁻¹. The value obtained for the relative energy (zero: lowest compared OMol25 entry of this formula, charge and spin) is 142.89 kJ/mol. Its net charge is +1.